No. 1
A structure of composition C21H48BrFGaN5O6P. Source: the Open Molecules 2025 dataset; level of theory: ωB97M-V/def2-TZVPD.

Geometry (Å):
Br -0.52567 4.03325 -5.51021
Ga 0.75042 1.45233 -3.01530
P 1.35891 3.23787 -4.48087
F -2.05474 -1.76957 -3.21801
O 4.81973 4.75567 1.69606
O -1.56154 -4.57634 1.52128
O -1.08107 1.62897 -0.68504
O -5.57846 1.57882 1.44544
O 2.39661 2.49498 -5.64673
O 2.05670 -0.54284 1.36464
N -0.64527 -5.97902 -0.01888
N 6.95547 4.69233 2.47673
N 0.13901 -1.00895 2.48908
N 2.34202 3.26423 -0.79290
N -7.24922 0.04186 1.16687
C -0.85510 -6.92217 -1.09775
C -3.29416 0.55631 -0.33984
C -0.69658 -0.67892 1.34188
C -6.62705 -0.56479 0.00326
C -8.51199 -0.48374 1.64034
C -0.98696 2.01936 -2.08283
C 0.30607 -1.45629 -2.98814
C 7.97755 5.29885 3.30276
C 0.28901 -0.29342 -4.06825
C 5.70969 5.21950 2.36976
C 2.70257 2.03612 -0.74757
C -0.86089 -2.47867 -3.13070
C 7.26757 3.48216 1.73746
C 3.67255 1.57424 0.40386
C -6.63351 1.08484 1.78082
C 0.71107 -5.66980 0.39727
C 1.48084 -0.89778 2.37120
C -2.42766 1.87798 -0.26240
C -1.67695 -5.37304 0.61545
C 2.28716 0.94527 -1.75139
C -0.49103 -1.44468 3.71536
H -8.85510 0.06783 2.51493
H -5.64085 -0.94330 0.27280
H -1.82932 1.49745 -2.61786
H 2.04877 0.03994 -1.14883
H 2.78861 3.71851 0.01222
H -7.19912 1.46230 2.64943
H 6.59224 2.68232 2.04711
H -2.71665 -0.18416 -0.93480
H 0.18743 -0.97427 -1.98437
H -2.66237 -5.67325 0.22405
H -0.68532 -3.09306 -4.03577
H -9.26029 -0.39712 0.84851
H 4.66230 2.07069 0.34915
H -8.38877 -1.53599 1.90862
H 1.42592 -6.23014 -0.20216
H 8.29745 4.58518 4.06631
H 0.83541 -5.92723 1.45101
H -3.52247 0.15083 0.66736
H -0.42807 -1.32444 0.50345
H 0.89323 -4.60003 0.27831
H -0.66938 -0.22385 -4.61503
H -1.91845 -7.05014 -1.29575
H 2.02322 -1.16461 3.29461
H 3.18213 0.72824 -2.39004
H 0.25439 -1.65629 4.48221
H 3.85993 0.48767 0.26507
H 2.98827 1.90946 -5.16748
H 7.12457 3.66104 0.67014
H -0.36680 -6.55193 -2.00207
H 1.16715 -0.47753 -4.73283
H -4.26486 0.72306 -0.84178
H 7.59591 6.19438 3.79160
H -0.42480 -7.88847 -0.82288
H -1.06831 -2.35117 3.51668
H -1.18787 3.11307 -2.22736
H 1.28718 -1.98162 -2.94745
H 5.57354 6.13562 2.96828
H -1.74800 -0.81772 1.58650
H -2.93601 2.61296 -0.92310
H 8.83343 5.57052 2.67971
H 3.18373 1.66560 1.39327
H -1.15981 -0.65802 4.07448
H -0.52380 0.35761 1.04754
H -6.50680 0.18709 -0.77769
H -7.24253 -1.38212 -0.36911
H 8.29774 3.18266 1.92268
H -0.88742 -3.12944 -2.22541
H -2.47447 2.27693 0.77303

- total charge = -1
- highest occupied orbital energy (eV) = -3.219
- LUMO energy (eV) = 2.17


No. 2
A cluster of 3 separate species, C21H48ClN2O5 in total. Source: the Open Molecules 2025 dataset; level of theory: ωB97M-V/def2-TZVPD.

Geometry (Å):
Cl -4.98739 1.53974 0.98296
O -2.77219 1.74938 -2.91678
O -6.13982 -7.51661 5.16066
O -7.56706 -3.11489 2.72496
O -4.77946 -2.75226 2.49335
O -5.57385 -4.82802 5.84870
N -3.18331 0.78459 -1.97790
N -4.07751 -0.74049 0.00326
C 1.05146 2.09422 -0.59069
C 1.95528 3.21900 -1.10937
C -6.90911 -5.34338 5.88590
C 10.38658 -0.14994 -0.19091
C 7.53552 0.72560 -2.70960
C -4.99451 -0.66201 -1.13478
C 6.66430 1.96695 -2.89508
C 8.37671 0.74346 -1.43003
C -6.98776 -1.82204 2.75296
C 5.07086 3.63021 -1.78450
C 9.59276 -0.17528 -1.49856
C -7.06292 -6.47517 4.89541
C 5.68715 2.22695 -1.74807
C -5.57785 -1.87677 3.29494
C -4.63320 0.48279 -2.09632
C -0.40572 2.24884 -1.02161
C 3.85833 3.80583 -2.69917
C -2.78020 1.30853 -0.62333
C 2.67274 2.88538 -2.42164
C -1.27598 1.12900 -0.43344
C -3.60516 0.54701 0.44691
H -4.85919 0.22386 -3.12801
H -0.94687 0.17979 -0.87163
H 1.41949 1.13431 -0.95448
H 3.49996 4.83345 -2.58627
H -1.06691 1.07429 0.63436
H -6.86651 -3.72252 2.45940
H -3.07291 1.44096 -3.78258
H -7.61808 -1.18614 3.37405
H -2.99064 0.39110 1.32727
H 6.17492 2.08649 -0.78438
H -5.16782 1.39392 -1.84235
H 10.23771 0.14726 -2.31610
H 11.35664 -0.62754 -0.28650
H 7.29095 2.84721 -3.05019
H -5.12546 -0.88018 3.32775
H 9.24407 -1.18953 -1.69749
H 5.84340 4.33182 -2.10247
H 1.38755 4.14251 -1.22459
H -8.06525 -6.89940 4.95200
H -5.31563 -7.09165 5.42385
H -0.47516 2.23631 -2.10949
H -6.90669 -6.09395 3.87535
H 4.81248 3.93173 -0.76718
H -6.00390 -0.50097 -0.76608
H 4.90754 1.46362 -1.79955
H -3.29940 -1.36795 -0.16040
H -2.65075 -0.06876 -2.16827
H 9.81694 -0.64277 0.59677
H 4.16284 3.71532 -3.74255
H -3.04875 2.36127 -0.64022
H 1.97324 2.99393 -3.25528
H 10.52270 0.88454 0.12636
H 8.70989 1.77026 -1.25730
H -5.58045 -2.28994 4.30305
H -6.97266 -1.41019 1.73198
H -4.65054 -2.30928 1.64721
H 2.71606 3.41396 -0.35259
H -5.46699 -4.37281 5.00849
H -7.63121 -4.54711 5.68227
H 7.76598 0.42960 -0.58153
H 6.08360 1.83416 -3.81236
H -4.99667 -1.62159 -1.64623
H 6.90090 -0.16177 -2.74526
H -7.06130 -5.70969 6.89987
H -0.79127 3.21436 -0.68952
H 2.96873 1.83699 -2.40247
H 8.22294 0.66199 -3.55565
H 1.07375 2.08807 0.50067

- total charge = +1
- highest occupied orbital energy (eV) = -11.441
- LUMO energy (eV) = -3.54